C17H36BN3NaNbO10 | ωB97M-V with the def2-TZVPD basis set

```
69
Properties=species:S:1:pos:R:3:forces:R:3:mulliken_charge:R:1
C -3.99943 -1.88337 -3.86475 0.546 0.278 1.504 -1.001
C -2.45546 -1.70651 -3.24636 -0.878 -0.406 -1.203 0.023
O -2.65599 -1.38318 -1.80846 2.228 0.317 -1.240 -0.143
C -1.37466 -1.04665 -1.15663 -0.153 0.129 1.153 0.037
C -1.30670 -1.85683 0.27338 0.916 2.518 0.294 -0.188
Nb -2.05188 -4.00733 0.20153 0.848 -0.345 -1.238 -0.938
H -4.00869 -2.34993 -4.93999 0.062 0.976 2.184 0.318
H -4.55340 -2.58163 -3.07065 1.140 1.411 -1.981 0.234
H -4.52928 -0.81675 -3.82988 1.083 -2.324 -0.279 0.229
H -1.85479 -2.72762 -3.38193 -1.234 2.259 0.528 0.184
H -1.88868 -0.82626 -3.81041 -1.070 -1.785 1.283 0.111
H -0.42456 -1.26867 -1.81044 -1.952 0.349 1.239 0.301
H -1.45043 0.11061 -0.87401 0.437 -1.868 -0.941 -0.055
H -2.02777 -1.26510 1.01685 1.770 -1.713 -1.338 -0.516
H -0.22959 -1.79919 0.74404 -1.950 0.073 -0.892 0.241
H -2.34453 -3.97028 -1.60561 -0.294 -0.183 0.082 0.105
H -0.35567 -4.56189 -0.17348 0.032 -0.204 0.018 0.117
H -1.76270 -4.09433 2.02205 -0.144 0.139 0.606 -0.035
H -3.78177 -3.52728 0.46134 -1.000 0.241 0.083 -0.042
H -2.55761 -5.75065 0.28854 0.099 0.033 0.442 0.083
C -0.12561 0.83424 -6.34240 0.625 -0.585 0.776 0.663
O 0.41635 0.34176 -5.36546 -0.116 0.168 -0.051 -0.621
N -1.21650 1.61617 -6.25207 -1.316 0.980 0.552 -0.380
N 0.31968 0.63905 -7.59669 0.806 -0.395 -1.205 -0.411
H -1.67666 2.03064 -7.04493 0.082 -0.119 0.156 0.159
H -1.58425 1.78845 -5.32556 0.123 -0.110 -0.407 0.226
H 1.13904 0.05641 -7.70906 -0.332 0.192 0.033 0.229
H -0.11292 1.03608 -8.41362 0.078 -0.106 0.173 0.153
Na -2.99505 0.02687 1.71049 -0.573 -0.002 -0.104 0.904
C 0.28015 2.07005 2.41995 0.088 -0.157 0.029 -1.047
C -0.83863 3.08076 2.60537 0.123 -0.141 -0.036 -0.374
C -0.43044 4.47302 3.09398 -0.428 -0.213 0.214 -0.753
N 0.12421 4.56219 4.53294 -0.087 0.303 0.317 0.480
C -0.57394 3.60824 5.48812 0.325 0.206 -0.443 -1.246
C 1.65082 4.34960 4.56973 -0.077 -0.026 -0.208 -0.509
C 2.23230 5.74155 4.43487 0.260 -0.017 -0.268 -0.640
C 1.32596 6.57362 5.30922 0.052 0.379 0.517 -0.543
C -0.06716 6.02548 5.05571 -0.088 -0.060 -0.210 -0.546
H 0.76116 1.80796 3.36501 0.035 -0.067 -0.096 0.273
H -0.12644 1.14430 1.99740 0.251 0.079 -0.009 0.213
H 1.04025 2.44794 1.72953 -0.060 -0.130 0.067 0.340
H -1.61562 2.65519 3.25225 0.049 0.220 0.066 0.306
H -1.31963 3.21238 1.62740 0.064 0.314 0.166 0.440
H -1.33084 5.09487 3.07030 0.242 0.023 0.155 0.390
H 0.31210 4.92574 2.42683 -0.047 -0.085 0.262 0.325
H -0.30873 2.58099 5.22445 -0.116 0.219 0.022 0.384
H -1.65083 3.77214 5.41370 0.159 -0.062 0.037 0.411
H -0.22829 3.81599 6.50670 -0.063 0.040 -0.315 0.484
H 1.90710 3.91178 5.54102 -0.175 0.036 -0.206 0.402
H 1.95845 3.67999 3.76552 -0.233 -0.044 0.183 0.247
H 2.18495 6.08486 3.39449 0.063 -0.094 0.121 0.264
H 3.27656 5.78704 4.75731 -0.175 -0.117 -0.126 0.412
H 1.39130 7.64140 5.07827 -0.104 -0.199 0.091 0.344
H 1.59203 6.44509 6.36574 -0.002 0.040 -0.196 0.310
H -0.58563 6.60899 4.28746 0.071 -0.343 0.126 0.321
H -0.67550 6.00948 5.96448 0.003 -0.167 -0.312 0.334
B 3.16688 -6.08914 -2.33572 -0.140 -0.152 -0.002 1.200
O 1.79376 -6.52585 -2.60794 -0.308 0.991 0.117 -0.628
C 1.01951 -5.43337 -2.54804 -3.482 -3.250 -1.033 0.630
O -0.18751 -5.44021 -2.72786 1.798 0.209 0.037 -0.570
C 1.82450 -4.27906 -2.24496 1.936 3.862 0.948 0.557
O 1.42083 -3.13399 -2.12234 0.347 -1.216 -0.154 -0.587
O 3.10847 -4.64100 -2.11306 -1.121 0.285 -0.115 -0.607
O 3.71346 -6.77882 -1.16270 0.884 -0.425 -0.504 -0.481
C 4.80739 -7.43587 -1.57298 -0.037 -1.195 4.544 0.609
O 5.50865 -8.11852 -0.84394 -0.793 0.862 -1.061 -0.625
C 5.01432 -7.21092 -2.97971 1.331 0.227 -4.502 0.589
O 5.92206 -7.66921 -3.65453 -1.113 0.536 1.005 -0.621
O 4.05153 -6.41152 -3.45985 0.704 -0.588 0.547 -0.474
```
Positions in Å, forces in eV/Å.

The value obtained for the HOMO-LUMO gap is 3.95 eV. As for the charge: 0.

C17H36N7O5P2SbSe4V | ωB97M-V with the def2-TZVPD basis set

```
73
Properties=species:S:1:pos:R:3:forces:R:3:mulliken_spin:R:1
V -0.08785 -0.76058 -0.07637 -0.517 -0.204 -0.223 -0.002
C -1.95501 -5.86703 -0.37747 -0.011 -0.001 0.019 0.000
N -1.78584 -4.70507 -1.23517 0.063 0.046 0.015 0.000
C -1.64738 -4.96772 -2.66178 -0.006 -0.003 -0.005 0.000
P -1.56914 -3.22015 -0.62277 -0.057 0.210 -0.138 0.000
O -1.48423 -2.12808 -1.62856 0.070 -0.206 0.181 0.000
O -2.84837 -2.98112 0.36348 0.043 -0.053 -0.083 0.000
P -3.29292 -1.46925 0.71271 0.052 0.092 -0.027 -0.001
O -2.18024 -0.49833 0.55165 0.011 -0.168 0.037 0.000
N -4.49925 -1.18322 -0.35539 -0.008 -0.060 0.033 0.000
C -4.79908 0.19387 -0.73479 -0.002 -0.005 0.010 0.000
C -5.51424 -2.16180 -0.70590 0.006 -0.010 -0.027 0.000
N -3.75221 -1.58979 2.27841 -0.029 0.045 -0.027 0.000
C -3.42432 -0.53998 3.24223 -0.017 -0.048 0.020 0.000
C -4.88668 -2.42675 2.63475 -0.018 -0.014 -0.021 0.000
N -0.28861 -3.19600 0.40959 -0.091 -0.381 0.269 0.000
C 0.77135 -4.21004 0.31764 0.022 0.037 -0.023 0.000
C -0.13937 -2.15870 1.44108 0.248 0.119 0.017 0.000
H -1.10099 -6.54385 -0.46549 -0.001 0.003 -0.002 0.000
H -2.86073 -6.40975 -0.65639 -0.001 0.002 -0.001 0.000
H -2.04650 -5.55915 0.66325 0.004 -0.001 -0.001 0.000
H -0.76633 -5.58637 -2.85469 -0.003 0.001 0.002 0.000
H -1.54680 -4.02785 -3.19793 0.002 0.000 -0.001 0.000
H -2.53047 -5.49473 -3.02896 -0.002 0.004 0.000 0.000
H -3.93299 0.82440 -0.54805 -0.002 0.008 0.002 0.000
H -5.66233 0.58673 -0.18856 0.001 -0.001 0.001 0.000
H -5.01970 0.22391 -1.80315 0.007 0.007 0.000 0.000
H -5.15479 -3.17053 -0.51198 -0.005 0.005 0.003 0.000
H -5.73173 -2.08309 -1.77316 0.003 0.002 0.000 0.000
H -6.44646 -2.00538 -0.15363 0.000 0.005 0.000 0.000
H -2.50852 -0.02714 2.96191 0.011 0.029 -0.014 0.000
H -3.27083 -1.00419 4.21867 0.004 0.008 0.001 0.000
H -4.23642 0.18886 3.33258 0.006 0.006 0.001 0.000
H -4.98484 -3.26038 1.93937 -0.003 0.005 0.004 0.000
H -5.82655 -1.86442 2.64595 0.002 0.004 -0.002 0.000
H -4.72558 -2.84342 3.63013 0.005 0.001 -0.001 0.000
H 0.73434 -4.71564 -0.64675 -0.016 -0.004 0.001 0.000
H 0.65985 -4.95010 1.11364 -0.005 0.005 0.005 0.000
H 1.73809 -3.71702 0.40702 0.007 0.008 -0.002 0.000
H 1.07918 -0.29890 0.87017 0.124 -0.191 -0.073 0.001
H 0.80357 -2.33182 1.95066 -0.018 -0.013 0.022 0.000
H -0.96223 -2.12545 2.15436 -0.041 0.006 -0.033 0.000
N 4.31094 -0.22980 0.54112 -0.062 -0.079 -0.003 0.003
C 3.43909 -1.13047 0.02638 0.187 -0.046 -0.087 -0.001
O 3.26893 -2.22198 0.54941 -0.089 0.001 0.031 0.000
C 2.76603 -0.72432 -1.26841 -0.037 0.060 0.004 0.001
C 1.36067 -1.28792 -1.42544 0.095 0.011 0.023 0.000
H 4.80286 -0.46418 1.38674 -0.013 0.023 0.002 0.000
H 4.41629 0.68905 0.15120 0.018 0.056 0.015 0.000
H 3.41947 -1.08401 -2.07445 0.004 -0.015 0.031 0.000
H 2.74478 0.36480 -1.34242 -0.003 -0.008 -0.017 -0.002
H 1.38923 -2.37898 -1.46815 0.024 -0.001 0.031 0.000
H 0.92921 -0.93249 -2.36723 -0.045 -0.033 0.009 0.000
Se 3.30773 3.16945 3.07542 0.173 -0.051 -0.031 0.381
Sb 2.38974 2.99551 0.55335 -0.149 -0.007 -0.314 -0.020
Se 1.45304 5.12874 0.15133 0.067 -0.040 0.076 -0.005
Se 5.13793 3.58490 1.82860 -0.222 -0.071 0.093 0.636
Se 0.01106 1.40014 -0.39158 0.284 0.894 0.169 0.000
N 1.28502 6.16494 3.64991 -0.087 -0.055 -0.024 0.009
C 0.90423 5.34840 4.66161 0.311 -0.125 -0.014 -0.010
O 1.08920 5.59758 5.83780 -0.120 0.035 0.035 0.000
C 0.26303 4.05299 4.23456 -0.158 0.178 -0.042 -0.005
C -0.53979 3.94420 3.10828 -0.040 -0.055 0.005 0.008
C -1.08784 2.70417 2.80321 0.094 -0.003 -0.013 0.000
N -0.85995 1.60580 3.51825 0.002 -0.005 0.045 0.002
C -0.08578 1.72560 4.59753 -0.022 -0.027 -0.018 0.002
C 0.47645 2.92190 5.00663 0.061 -0.073 0.070 0.003
H 1.83124 6.97036 3.90613 0.008 0.015 0.011 0.001
H 1.39601 5.80306 2.70888 -0.088 0.088 -0.044 0.002
H -0.74471 4.79555 2.47475 0.015 0.010 -0.006 0.001
H -1.71093 2.58213 1.92447 -0.020 0.014 0.011 0.000
H 0.09540 0.81531 5.15915 -0.021 0.009 0.018 -0.001
H 1.08414 2.98510 5.89930 -0.005 0.003 -0.004 -0.003
```
Positions in Å, forces in eV/Å.

The spin multiplicity is 2. The value obtained for the HOMO-LUMO gap (spin up / spin down) is 6.74 / 5.68 eV. As for the charge: 0.

C17H37BBr3CaCsF4NO12SV | ωB97M-V with the def2-TZVPD basis set

```
79
Properties=species:S:1:pos:R:3:forces:R:3:mulliken_charge:R:1
C -6.54370 -1.24626 2.28807 -0.426 0.306 -0.594 -0.295
O -5.64392 -2.12153 1.56183 0.808 1.089 0.656 -0.337
C -4.42403 -2.34782 2.29445 0.314 -1.223 1.246 -0.166
C -3.11830 -2.53535 1.38122 0.198 -0.163 0.120 -0.074
C -3.39769 -2.68118 -0.18604 1.012 -0.204 -0.328 -0.716
C -2.11012 -2.26154 -1.09082 -1.149 0.107 -0.717 0.716
C -1.74756 -3.43134 -2.14244 0.819 0.453 0.743 -0.594
C -0.89429 -2.86072 -3.39299 -0.471 -0.665 1.565 -0.308
B -1.78797 -2.42663 -4.69660 0.956 1.017 0.308 0.153
C -1.96675 -0.78943 -4.87571 0.134 1.560 -1.207 -0.256
C -0.78449 -0.08568 -5.66596 2.397 -0.176 1.152 0.562
O 0.42750 -0.21264 -5.45983 -4.271 0.563 -0.899 -0.501
F -1.16582 0.83732 -6.71368 0.322 -1.565 1.595 -0.296
H -6.03678 -0.26801 2.63665 -0.779 -1.860 -0.312 0.077
H -6.99522 -1.85995 3.13949 0.471 1.182 -0.826 0.224
H -7.36378 -0.94346 1.53493 1.140 -0.633 1.231 0.212
H -4.57000 -3.34958 2.85818 0.189 1.375 -0.710 0.226
H -4.24407 -1.57371 3.13196 -0.363 -0.898 -1.540 0.041
H -2.60382 -3.51687 1.70820 -0.773 1.474 -0.423 0.281
H -2.35594 -1.70952 1.64109 -1.326 -1.015 -0.731 -0.181
H -3.59190 -3.80091 -0.38537 0.030 1.773 0.249 0.305
H -4.26897 -2.07057 -0.58270 0.936 -0.896 0.942 0.263
H -1.24148 -1.91479 -0.44028 -0.862 -0.690 -0.877 -0.254
H -2.42411 -1.35419 -1.73023 0.550 -1.205 1.049 -0.151
H -2.72802 -3.90278 -2.48208 1.373 0.566 0.300 0.336
H -1.14411 -4.21577 -1.55821 -0.868 0.907 -0.826 0.235
H -0.25133 -2.00433 -3.00354 -0.667 -1.113 -0.553 0.109
H -0.21952 -3.73698 -3.74230 -0.904 1.228 0.360 0.060
H -1.32446 -2.86096 -5.72136 -0.166 -0.181 -0.696 -0.151
H -2.91111 -2.86850 -4.61113 -0.396 -0.721 0.137 -0.120
H -2.08048 -0.28386 -3.84962 0.264 -0.461 -1.571 0.066
H -2.92062 -0.63675 -5.50772 1.361 -0.005 1.025 0.159
O 1.92356 -3.22613 -2.25875 0.346 -0.337 -0.102 -0.577
H 2.31383 -2.89703 -3.07707 -0.181 -0.074 0.045 0.346
H 1.75422 -2.42612 -1.74042 0.118 0.049 -0.056 0.275
O 2.31372 -1.26525 -0.46980 0.644 -0.563 4.220 -0.907
V 2.52284 -1.71925 1.19145 -1.189 1.250 -4.645 1.391
O 2.74113 -2.17827 2.87734 3.245 -1.050 0.775 -1.071
Ca 5.14311 -2.86251 3.02243 -2.776 0.972 -0.192 1.456
C 4.63987 2.45214 -0.26543 -0.122 0.118 -0.266 -0.115
N 4.74552 2.35474 1.21331 -0.257 0.413 -0.063 0.893
O 4.27916 3.26436 1.87260 0.369 -0.628 -0.071 -0.523
O 5.29868 1.35933 1.65981 -0.223 0.048 0.171 -0.530
H 4.13137 3.37957 -0.52136 0.053 -0.115 0.167 0.317
H 5.65255 2.44381 -0.66662 -0.092 -0.141 0.097 -0.307
H 4.06882 1.59075 -0.61293 0.138 -0.017 0.028 0.272
C -6.09963 0.82860 6.71589 -0.795 -0.158 1.047 0.524
F -6.92981 -0.23723 6.63505 0.516 0.372 -0.348 -0.222
F -6.88943 1.90027 6.95973 0.499 -0.265 -0.439 -0.231
F -5.36233 0.64453 7.83632 0.052 0.105 -0.692 -0.234
S -5.05295 1.03928 5.19410 1.035 0.187 -1.573 1.287
O -5.99833 1.22454 4.09372 0.130 0.079 1.112 -0.692
O -4.27592 -0.19103 5.08406 -0.627 0.395 0.543 -0.692
O -4.22975 2.21673 5.44989 -0.592 -0.408 0.363 -0.668
C -0.29887 2.26818 0.78721 1.219 0.492 -0.651 -0.686
C -1.55038 2.97950 1.26483 -0.396 -1.319 1.191 -0.476
C -2.65077 2.04698 0.79475 -0.827 -0.240 -0.296 -0.388
O -2.10043 0.72799 0.81065 0.398 0.518 0.054 -0.265
C -0.67965 0.81560 0.98877 -0.466 -0.366 0.339 -0.195
H 0.60564 2.55281 1.32781 -0.081 -0.025 0.005 0.337
H -0.13852 2.47084 -0.27628 -0.033 0.001 0.093 0.343
H -1.54882 3.03208 2.35989 0.216 -0.637 0.003 0.376
H -1.65658 4.00663 0.86580 0.200 0.468 -0.929 0.314
H -2.95309 2.27431 -0.23275 -0.003 0.121 0.030 0.274
H -3.53527 2.08474 1.43400 0.086 -0.096 0.001 0.365
H -0.44987 0.48231 2.00780 0.066 0.052 0.046 0.279
H -0.17979 0.14766 0.28229 -0.055 0.094 -0.108 0.112
Br 7.01186 3.02745 -3.10637 -0.033 0.390 -0.115 -0.109
C 8.88978 2.94628 -2.58497 -0.293 -0.760 0.013 -0.040
C 9.13222 1.85624 -1.56983 0.343 0.222 -0.040 -0.516
Br 8.52379 2.39954 0.20369 -0.144 0.205 -0.007 -0.244
H 9.16152 3.94038 -2.22585 -1.220 -2.840 -0.196 -0.438
H 9.43251 2.73742 -3.50895 0.063 -0.091 0.115 0.514
H 10.21282 1.65969 -1.45602 0.510 -0.498 -0.101 0.291
H 8.62414 0.92347 -1.80966 0.084 0.197 -0.057 0.415
O 11.82067 0.52994 -1.67612 -0.978 0.619 -0.095 -1.018
H 12.69086 0.66709 -1.30808 0.360 0.018 0.142 0.138
Cs 10.02317 5.74318 -2.10648 1.278 2.541 0.314 1.022
Br -2.64432 5.01812 2.20307 -0.438 0.773 0.260 -0.020
```
Positions in Å, forces in eV/Å.

The value obtained for the HOMO-LUMO gap is 1.08 eV. As for the charge: 0.

The calculation returns the following molar mass values, one per record and in order: 569.19, 969.01, 1029.99 u.
The calculation returns the following maximum force values, one per record and in order: 4.9, 1.0, 5.0 eV/A.
The calculation returns the following total energy values, one per record and in order: -1829.83932, -12901.71983, -11813.07342 Ha.